(w)
ORCA calculation (the ωB97M-V functional and the def2-TZVPD basis) on a molecular structure, C3H6FN.

Cartesian coordinates (Å):
C (0.927, 0.011, 0.287)
C (-0.188, -1.008, 0.052)
C (-0.227, 1.035, -0.007)
H (1.323, 0.054, 1.305)
H (0.076, -1.962, -0.391)
H (-0.788, -1.137, 0.961)
H (-1.744, -0.131, -1.059)
H (-0.675, 1.243, 0.939)
H (0.135, 1.954, -0.527)
N (-0.712, -0.030, -0.901)
F (1.873, -0.029, -0.659)

The highest occupied orbital energy comes out at -9.6 eV. The calculation puts the gap between HOMO and LUMO at 10.65 eV.

(x)
ORCA calculation (the ωB97M-V functional and the def2-TZVPD basis) on 2 unconnected molecules or ions with the total composition C3H6FN.

Cartesian coordinates (Å):
C (-1.794, 0.635, -0.326)
C (-0.803, -0.168, 0.023)
C (0.580, 0.279, 0.268)
N (1.562, -0.484, -0.369)
F (0.733, 1.645, 0.093)
H (-2.780, 0.256, -0.531)
H (-1.657, 1.699, -0.422)
H (-0.936, -1.236, 0.111)
H (0.933, 0.157, 1.783)
H (2.499, -0.150, -0.175)
H (1.420, -0.534, -1.373)

The highest occupied orbital energy comes out at -9.7 eV. The calculation puts the gap between HOMO and LUMO at 10.49 eV.

Most stable one: (w), least stable one: (x).

(w)
ORCA calculation (the ωB97M-V functional and the def2-TZVPD basis) on a molecular structure, C4H6N2O2.

Cartesian coordinates (Å):
C (2.779, 0.337, 0.063)
C (0.334, -0.146, -0.082)
C (-2.173, 0.590, 0.060)
C (-2.012, -0.920, 0.063)
H (3.229, 0.635, -1.038)
H (2.371, 1.078, 0.819)
H (3.632, -0.506, 0.765)
H (-3.151, 1.056, -0.296)
H (-2.368, -1.358, 1.026)
H (-2.353, -1.433, -0.891)
N (0.002, 1.004, -0.049)
N (-1.278, 1.452, -0.120)
O (1.534, -0.588, -0.210)
O (-0.548, -1.203, -0.109)

The highest occupied orbital energy comes out at -9.1 eV. The calculation puts the gap between HOMO and LUMO at 9.87 eV.

(x)
ORCA calculation (the ωB97M-V functional and the def2-TZVPD basis) on a single C4H6N2O2 molecule.

Cartesian coordinates (Å):
C (0.350, -0.591, 1.076)
C (0.827, -1.473, -0.053)
C (0.757, -0.815, -1.193)
C (-0.106, 0.644, 0.317)
H (-0.416, -1.837, 2.528)
H (-1.211, -0.413, 2.360)
H (1.228, -0.305, 1.696)
H (1.105, -2.511, 0.066)
H (0.929, -1.060, -2.239)
H (-0.790, 1.896, -1.414)
N (-0.736, -1.153, 1.840)
N (0.335, 0.506, -0.966)
O (-0.314, 1.218, -1.969)
O (-0.812, 1.553, 0.719)

The highest occupied orbital energy comes out at -8.7 eV. The calculation puts the gap between HOMO and LUMO at 9.56 eV.

Most stable one: (x), least stable one: (w).

(w)
ORCA calculation (the ωB97M-V functional and the def2-TZVPD basis) on 2 unconnected molecules or ions with the total composition C4H6N2O2.

Cartesian coordinates (Å):
C (0.250, -0.935, -0.452)
C (0.567, -1.127, -1.835)
C (-0.063, 0.432, -0.357)
C (-0.365, 1.448, 0.927)
H (1.131, -0.703, 1.591)
H (0.492, -2.471, 0.328)
H (0.893, -1.959, -2.352)
H (0.257, 2.395, 0.846)
H (-0.063, 0.890, 1.784)
H (-2.186, 0.700, 1.454)
N (0.155, -1.578, 0.890)
N (0.485, 0.106, -2.517)
O (0.284, 1.099, -1.595)
O (-1.837, 1.705, 1.289)

The highest occupied orbital energy comes out at -9.1 eV. The calculation puts the gap between HOMO and LUMO at 8.65 eV.

(x)
ORCA calculation (the ωB97M-V functional and the def2-TZVPD basis) on a single C4H6N2O2 molecule.

Cartesian coordinates (Å):
C (-0.686, 0.050, -0.201)
C (-1.365, -1.225, -0.243)
C (0.596, -0.048, -0.254)
C (1.488, -1.132, -0.034)
H (-0.941, 2.311, 0.163)
H (-2.337, 1.255, 0.134)
H (-0.785, -2.160, -0.460)
H (0.907, 1.767, 0.580)
H (2.141, 1.137, -0.172)
H (1.195, -2.136, 0.562)
N (-1.369, 1.200, 0.180)
N (1.021, 1.275, -0.347)
O (-2.602, -1.292, 0.002)
O (2.738, -1.001, 0.091)

The highest occupied orbital energy comes out at -9.0 eV. The calculation puts the gap between HOMO and LUMO at 8.21 eV.

Most stable one: (x), least stable one: (w).

(w)
ORCA calculation (the ωB97M-V functional and the def2-TZVPD basis) on 2 unconnected molecules or ions with the total composition C4H6N2O2.

Cartesian coordinates (Å):
C (2.525, -0.588, -0.334)
C (1.609, 0.611, -0.083)
C (-2.043, -0.145, -0.461)
C (-1.615, -0.191, 1.047)
H (2.482, -1.128, -1.790)
H (-0.148, 1.402, -0.407)
H (-2.584, -1.001, -0.829)
H (-1.949, 0.882, -0.853)
H (-1.811, -1.120, 1.409)
H (-1.466, 0.561, 1.997)
N (0.255, 0.576, -0.551)
N (-0.532, -0.590, -0.033)
O (3.377, -0.999, 0.510)
O (1.899, 1.729, 0.377)

The highest occupied orbital energy comes out at -9.6 eV. The calculation puts the gap between HOMO and LUMO at 8.97 eV.

(x)
ORCA calculation (the ωB97M-V functional and the def2-TZVPD basis) on a molecular structure, C4H6N2O2.

Cartesian coordinates (Å):
C (-0.225, 1.299, -0.107)
C (-0.621, 0.627, 1.248)
C (0.646, -1.231, -0.474)
C (0.419, 0.066, 0.262)
N (1.516, -0.680, 0.525)
N (3.185, -0.024, -0.047)
O (4.052, -0.552, 0.545)
O (3.131, 0.765, -0.931)
H (-0.804, 1.437, -1.024)
H (0.301, 2.273, 0.183)
H (-0.321, 1.010, 2.250)
H (-1.690, 0.283, 1.292)
H (0.424, -2.180, -0.113)
H (0.707, -0.984, -1.582)

The highest occupied orbital energy comes out at -9.3 eV. The calculation puts the gap between HOMO and LUMO at 9.50 eV.

(y)
ORCA calculation (the ωB97M-V functional and the def2-TZVPD basis) on a single C4H6N2O2 molecule.

Cartesian coordinates (Å):
C (-0.016, -1.408, -0.172)
C (-0.519, 0.932, 0.278)
C (-1.639, 0.142, -0.499)
C (0.569, -0.222, 0.528)
N (-1.109, -1.162, -0.726)
N (1.903, 0.186, -0.053)
O (2.849, 0.056, 0.688)
O (1.987, 0.588, -1.189)
H (0.407, -2.360, -0.222)
H (0.011, 1.733, -0.357)
H (-0.730, 1.228, 1.344)
H (-2.496, 0.202, 0.241)
H (-2.154, 0.447, -1.477)
H (0.936, -0.362, 1.616)

The highest occupied orbital energy comes out at -10.4 eV. The calculation puts the gap between HOMO and LUMO at 10.63 eV.

Most stable one: (y), least stable one: (x).

(w)
ORCA calculation (the ωB97M-V functional and the def2-TZVPD basis) on a single C4H6N2O2 molecule.

Cartesian coordinates (Å):
C (1.732, -0.277, 0.505)
C (0.325, -0.668, -0.004)
C (-1.630, 0.780, -0.314)
C (0.285, 0.455, 0.815)
H (1.888, 0.630, -1.167)
H (2.336, -0.535, 1.382)
H (0.467, -0.197, -1.023)
H (-2.254, -1.170, -1.096)
H (-2.582, 1.075, -0.713)
H (0.047, 0.345, 1.802)
N (-1.814, -0.614, -0.157)
N (-0.698, 1.471, 0.319)
O (2.611, 0.121, -0.638)
O (-0.714, -1.416, 0.289)

The highest occupied orbital energy comes out at -8.8 eV. The calculation puts the gap between HOMO and LUMO at 9.38 eV.

(x)
ORCA calculation (the ωB97M-V functional and the def2-TZVPD basis) on a single C4H6N2O2 molecule.

Cartesian coordinates (Å):
C (1.362, 0.200, 0.448)
C (-0.046, -0.308, 0.250)
C (-1.814, -1.436, -0.019)
C (-1.050, 0.546, -0.089)
H (3.162, 0.024, -0.559)
H (1.701, -0.194, -1.411)
H (1.245, 1.412, 0.389)
H (1.738, -0.012, 1.684)
H (-2.571, -2.280, -0.304)
H (-1.933, 2.357, 0.194)
N (2.135, -0.454, -0.529)
N (-0.529, -1.610, 0.258)
O (-2.290, -0.164, -0.253)
O (-1.109, 1.921, -0.060)

The highest occupied orbital energy comes out at -8.7 eV. The calculation puts the gap between HOMO and LUMO at 9.22 eV.

(y)
ORCA calculation (the ωB97M-V functional and the def2-TZVPD basis) on a single C4H6N2O2 molecule.

Cartesian coordinates (Å):
C (-2.313, -0.228, 0.235)
C (-0.112, -0.531, 0.015)
C (1.705, 0.653, 0.001)
C (0.317, 0.869, -0.050)
H (-2.722, 0.317, -0.659)
H (-1.871, 0.670, 1.005)
H (-3.118, -0.860, 0.724)
H (2.418, 1.366, -0.225)
H (-0.723, 2.418, -1.038)
H (-0.369, 2.811, 0.666)
N (2.089, -0.660, 0.219)
N (-0.480, 1.961, -0.061)
O (-1.239, -1.285, -0.284)
O (0.931, -1.266, -0.064)

The highest occupied orbital energy comes out at -8.6 eV. The calculation puts the gap between HOMO and LUMO at 9.19 eV.

(z)
ORCA calculation (the ωB97M-V functional and the def2-TZVPD basis) on a molecular structure, C4H6N2O2.

Cartesian coordinates (Å):
C (-2.702, -0.081, 0.153)
C (-1.610, -0.554, -0.468)
C (1.745, -0.898, 0.231)
C (0.376, 0.886, -0.001)
H (-3.703, 0.057, -0.495)
H (-2.360, -0.244, 1.535)
H (-1.528, -1.090, -1.454)
H (1.587, -0.534, 1.383)
H (2.655, -1.423, -0.074)
H (-0.882, 2.317, 0.084)
N (-0.366, -0.361, 0.368)
N (0.238, 2.064, 0.094)
O (0.558, -1.425, -0.037)
O (1.726, 0.535, -0.425)

The highest occupied orbital energy comes out at -10.0 eV. The calculation puts the gap between HOMO and LUMO at 10.54 eV.

Most stable one: (x), least stable one: (w).

(w)
ORCA calculation (the ωB97M-V functional and the def2-TZVPD basis) on a single C4H6N2O2 molecule.

Cartesian coordinates (Å):
C (1.408, 0.754, 0.577)
C (-1.613, -0.664, 0.231)
C (-0.332, -1.125, 0.248)
C (0.594, -0.126, -0.344)
O (-0.125, -2.452, -0.083)
N (-0.583, 0.703, -1.081)
N (-1.007, 1.731, -0.497)
O (-2.745, -0.758, 0.556)
H (-0.962, -2.936, 0.029)
H (-0.755, 2.579, -1.026)
H (1.238, -0.612, -1.085)
H (2.028, 1.447, -0.004)
H (2.065, 0.139, 1.200)
H (0.792, 1.320, 1.280)

The highest occupied orbital energy (alpha / beta) comes out at -8.2 / -7.6 eV. The calculation puts the gap between HOMO and LUMO (alpha / beta) at 7.64 / 6.96 eV.

(x)
ORCA calculation (the ωB97M-V functional and the def2-TZVPD basis) on 2 unconnected molecules or ions with the total composition C4H6N2O2.

Cartesian coordinates (Å):
C (-0.750, 0.218, 0.899)
C (0.507, -0.697, -1.328)
C (0.576, 0.537, -0.818)
N (-0.364, -1.144, 1.155)
C (1.144, 1.662, -1.229)
O (-0.446, 0.973, 2.049)
N (0.499, -1.877, -1.538)
O (-1.850, 0.436, 0.363)
H (-1.269, 1.406, 2.314)
H (-0.900, -1.835, 0.636)
H (0.134, -1.326, 2.015)
H (-0.176, -2.599, -1.736)
H (1.488, 2.401, -0.519)
H (1.406, 1.846, -2.263)

The highest occupied orbital energy comes out at -8.4 eV. The calculation puts the gap between HOMO and LUMO at 7.67 eV.

(y)
ORCA calculation (the ωB97M-V functional and the def2-TZVPD basis) on a single C4H6N2O2 molecule.

Cartesian coordinates (Å):
C (-0.840, -0.095, -0.546)
C (-1.561, -0.611, -1.718)
C (0.508, -0.440, -0.351)
C (0.644, 1.243, 1.539)
N (1.088, 0.083, 0.895)
N (2.099, -0.578, 1.327)
O (1.197, -1.174, -1.032)
O (-0.148, 2.038, 1.114)
H (-1.379, 0.524, 0.152)
H (2.490, -0.170, 2.178)
H (1.180, 1.380, 2.502)
H (-1.943, 0.220, -2.321)
H (-0.902, -1.227, -2.329)
H (-2.435, -1.194, -1.410)

The highest occupied orbital energy (alpha / beta) comes out at -8.5 / -9.3 eV. The calculation puts the gap between HOMO and LUMO (alpha / beta) at 7.09 / 8.89 eV.

Most stable one: (y), least stable one: (w).